Entry 1:
C56H54F3IrN5O2SbSe | ωB97M-V with the def2-TZVPD basis set

Results
Net charge = +1
Lowest unoccupied orbital energy (spin up / spin down) = -4.770 / -4.881 eV
Frontier orbital gap (spin up / spin down) = 5.22 / 5.12 eV
⟨S²⟩ = 0.769
DFT total energy = -153364.1249 eV
2S+1 = 2

Last column: Löwdin charge in e.
CARTESIAN COORDINATES (ANGSTROEM)
Ir 0.188 0.075 -0.032  1.19
C 0.581 1.832 -4.108  -0.04
C -0.569 0.868 -3.997  -0.19
C -1.621 0.963 -4.905  -0.04
C -2.686 0.081 -4.871  -0.08
C -2.701 -0.924 -3.919  -0.07
C -1.674 -1.044 -2.989  -0.22
C -1.697 -2.189 -2.015  -0.07
C -0.609 -0.133 -3.022  -0.18
N 0.425 -0.204 -2.019  -0.10
C 1.751 -0.268 -2.426  -0.52
O 2.150 -0.608 -3.509  0.09
C 2.709 0.190 -1.334  -0.22
C 4.003 0.624 -1.522  0.04
C 4.690 1.139 -0.425  -0.01
C 4.064 1.223 0.808  0.01
C 2.764 0.773 0.912  -0.24
N 2.164 0.246 -0.135  -0.13
C 1.880 0.855 2.151  -0.47
O 2.352 1.090 3.237  0.11
N 0.551 0.652 1.854  -0.09
C -0.430 0.660 2.912  -0.21
C -0.519 -0.426 3.781  -0.20
C 0.430 -1.584 3.662  -0.04
C -1.504 -0.420 4.765  -0.04
C -2.385 0.641 4.885  -0.08
C -2.276 1.718 4.021  -0.05
C -1.299 1.746 3.029  -0.21
C -1.165 2.948 2.130  -0.06
H 0.279 2.727 -4.649  0.08
H 1.414 1.374 -4.646  0.09
H 0.950 2.136 -3.128  0.00
H -1.591 1.742 -5.659  0.11
H -3.492 0.165 -5.591  0.11
H -3.512 -1.645 -3.905  0.10
H -2.513 -2.876 -2.249  0.09
H -1.809 -1.859 -0.980  0.02
H -0.763 -2.739 -2.077  0.04
H 4.436 0.570 -2.513  0.14
H 5.706 1.496 -0.542  0.12
H 4.545 1.643 1.682  0.14
H 0.500 -1.922 2.627  0.01
H 0.101 -2.424 4.276  0.09
H 1.436 -1.298 3.979  0.09
H -1.572 -1.262 5.446  0.11
H -3.150 0.632 5.652  0.11
H -2.944 2.567 4.124  0.11
H -1.954 3.672 2.341  0.08
H -1.220 2.674 1.076  0.01
H -0.202 3.444 2.282  0.09
C 0.346 9.296 0.236  -0.03
C 0.531 7.823 -0.004  -0.24
C 1.779 7.221 0.150  0.00
C 1.971 5.868 -0.054  -0.29
C 3.351 5.293 0.137  -0.08
C 0.852 5.071 -0.423  -0.52
Se 1.082 3.235 -0.637  0.99
C -0.424 5.668 -0.593  -0.28
C -1.660 4.895 -0.977  -0.07
C -0.548 7.031 -0.381  -0.01
H 1.295 9.792 0.430  0.08
H -0.307 9.462 1.096  0.09
H -0.127 9.774 -0.624  0.09
H 2.625 7.833 0.440  0.12
H 4.061 6.085 0.374  0.08
H 3.691 4.776 -0.761  0.07
H 3.360 4.565 0.952  0.07
H -1.425 3.908 -1.365  0.03
H -2.226 5.444 -1.732  0.09
H -2.311 4.771 -0.107  0.08
H -1.522 7.494 -0.514  0.13
N -1.834 0.090 0.086  0.04
C -2.979 0.168 0.075  -0.18
N -4.278 0.273 0.080  -0.06
C -5.015 0.559 -1.170  -0.11
C -5.697 -0.710 -1.659  -0.17
C -6.573 -1.321 -0.561  -0.19
C -5.769 -1.563 0.721  -0.17
C -5.088 -0.283 1.184  -0.12
H -4.324 0.963 -1.907  0.13
H -5.756 1.323 -0.930  0.13
H -4.929 -1.427 -1.964  0.10
H -6.292 -0.470 -2.543  0.12
H -6.995 -2.264 -0.912  0.11
H -7.414 -0.653 -0.345  0.12
H -5.009 -2.330 0.539  0.11
H -6.416 -1.924 1.522  0.12
H -4.449 -0.436 2.051  0.13
H -5.835 0.471 1.438  0.13
F 4.164 -5.684 -4.680  0.09
C 3.580 -5.066 -3.646  -0.27
C 2.201 -5.055 -3.570  0.02
C 1.603 -4.411 -2.497  -0.11
C 2.378 -3.788 -1.518  -0.35
C 3.767 -3.832 -1.620  -0.10
C 4.377 -4.478 -2.687  0.01
Sb 1.410 -2.814 0.117  1.65
C 0.334 -4.480 0.862  -0.38
C 0.977 -5.704 1.050  -0.11
C 0.268 -6.800 1.517  0.01
C -1.081 -6.650 1.783  -0.27
F -1.768 -7.708 2.232  0.08
C -1.747 -5.454 1.605  0.01
C -1.026 -4.361 1.140  -0.12
C 3.014 -2.763 1.513  -0.35
C 4.157 -2.008 1.244  -0.14
C 5.163 -1.874 2.192  0.02
C 4.997 -2.489 3.416  -0.26
F 5.956 -2.353 4.340  0.09
C 3.878 -3.238 3.722  0.02
C 2.883 -3.369 2.763  -0.12
H 1.617 -5.544 -4.339  0.13
H 0.525 -4.437 -2.423  0.09
H 4.393 -3.382 -0.861  0.08
H 5.455 -4.532 -2.778  0.13
H 2.035 -5.810 0.829  0.11
H 0.742 -7.761 1.674  0.13
H -2.805 -5.392 1.829  0.12
H -1.532 -3.411 1.002  0.09
H 4.279 -1.512 0.284  0.08
H 6.060 -1.299 1.998  0.13
H 3.792 -3.697 4.699  0.13
H 2.003 -3.959 2.994  0.10

Entry 2:
C56H54FOP4Pd | ωB97M-V with the def2-TZVPD basis set

Results
Net charge = +3
Lowest unoccupied orbital energy (spin up / spin down) = -7.047 / -10.808 eV
Frontier orbital gap (spin up / spin down) = 6.40 / 4.68 eV
⟨S²⟩ = 6.058
DFT total energy = -104323.6826 eV
2S+1 = 5

Last column: Löwdin charge in e.
CARTESIAN COORDINATES (ANGSTROEM)
Pd -0.525 -0.566 -0.563  0.39
C -2.508 -3.559 -0.018  -0.21
P -2.136 -2.220 -1.158  0.84
C -2.018 -3.190 -2.691  -0.19
C -3.586 -1.176 -1.348  -0.39
C -4.877 -1.699 -1.210  -0.08
C -5.998 -0.949 -1.456  -0.03
C -5.851 0.380 -1.837  -0.03
C -4.586 0.893 -2.058  -0.06
C -3.422 0.146 -1.827  -0.35
P -1.702 0.675 -2.152  0.83
C -1.440 0.328 -3.905  -0.21
C -1.516 2.471 -2.112  -0.22
H -2.822 -3.177 0.950  0.04
H -1.637 -4.163 0.121  0.04
H -3.305 -4.115 -0.451  0.05
H -3.067 -3.370 -2.967  0.08
H -1.567 -4.153 -2.431  0.05
H -1.488 -2.683 -3.520  0.05
H -4.982 -2.684 -0.813  0.10
H -6.963 -1.428 -1.394  0.13
H -6.727 0.987 -2.021  0.13
H -4.531 1.913 -2.376  0.11
H -2.314 0.627 -4.441  0.06
H -1.258 -0.705 -4.161  0.03
H -0.650 1.006 -4.283  0.06
H -2.178 2.936 -2.815  0.06
H -0.499 2.745 -2.424  0.05
H -1.651 2.833 -1.121  0.01
C 2.384 -3.650 3.735  0.01
C 2.652 -2.148 3.566  -0.45
C 3.774 -1.663 4.493  0.00
C 1.358 -1.405 3.792  -0.08
C 0.890 -1.352 5.106  0.02
C -0.291 -0.754 5.442  -0.02
C -1.052 -0.166 4.443  -0.03
C -0.588 -0.173 3.093  -0.27
P -1.536 0.860 1.997  1.20
C -3.287 0.633 2.275  -0.36
C -3.793 -0.651 2.148  -0.11
C -5.148 -0.907 2.322  -0.03
C -6.061 0.138 2.620  0.00
C -5.527 1.406 2.753  -0.05
C -4.181 1.667 2.606  -0.06
C -1.106 2.583 2.027  -0.35
C -1.920 3.526 1.385  -0.12
C -1.504 4.840 1.305  -0.03
C -0.275 5.200 1.876  -0.02
C 0.541 4.266 2.490  -0.04
C 0.120 2.947 2.575  -0.08
C 0.602 -0.840 2.777  -0.20
O 0.956 -0.958 1.466  -0.06
C 2.242 -1.492 1.140  -0.16
C 2.571 -1.527 -0.200  -0.30
C 3.798 -2.048 -0.524  -0.08
C 4.710 -2.529 0.406  0.00
C 4.333 -2.434 1.738  0.02
C 3.079 -1.943 2.139  -0.09
P 1.449 -1.333 -1.627  1.07
C 2.269 -0.165 -2.774  -0.34
C 1.813 -0.031 -4.081  -0.12
C 2.442 0.853 -4.979  -0.02
C 3.493 1.658 -4.527  -0.02
C 3.837 1.575 -3.195  -0.06
C 3.283 0.661 -2.335  -0.10
C 1.350 -3.008 -2.285  -0.39
C 1.053 -4.011 -1.363  -0.13
C 0.811 -5.306 -1.763  -0.06
C 0.808 -5.590 -3.136  -0.05
C 1.159 -4.618 -4.047  -0.03
C 1.433 -3.296 -3.619  -0.07
H 2.177 -3.837 4.801  0.10
H 3.303 -4.213 3.510  0.10
H 1.528 -4.025 3.158  0.10
H 3.467 -1.791 5.542  0.09
H 4.055 -0.585 4.345  0.13
H 4.674 -2.264 4.377  0.09
H 1.450 -1.914 5.845  0.13
H -0.621 -0.749 6.460  0.13
H -1.971 0.338 4.682  0.12
H -3.088 -1.477 2.037  0.09
H -5.504 -1.903 2.265  0.11
H -7.088 -0.071 2.887  0.13
H -6.150 2.263 3.061  0.14
H -3.803 2.651 2.768  0.10
H -2.847 3.254 0.932  0.10
H -2.075 5.569 0.755  0.12
H -0.003 6.238 1.815  0.12
H 1.500 4.567 2.943  0.14
H 0.737 2.202 3.022  0.11
H 4.060 -2.111 -1.572  0.12
H 5.674 -2.903 0.081  0.13
H 4.985 -2.837 2.471  0.11
H 0.987 -0.631 -4.390  0.06
H 2.064 0.985 -5.968  0.11
H 4.027 2.351 -5.163  0.13
H 4.582 2.242 -2.798  0.12
H 3.592 0.662 -1.298  0.10
H 1.033 -3.751 -0.263  0.13
H 0.648 -6.047 -0.986  0.12
H 0.624 -6.613 -3.483  0.13
H 1.256 -4.842 -5.104  0.12
H 1.724 -2.514 -4.318  0.10
F 4.138 7.422 -1.241  0.10
C 3.527 6.271 -0.921  -0.25
C 2.250 6.013 -1.396  0.00
C 1.659 4.796 -1.135  -0.05
C 2.298 3.822 -0.336  -0.32
C 1.680 2.571 -0.051  0.04
C 3.593 4.137 0.176  -0.03
C 4.206 5.329 -0.136  0.01
H 1.717 6.803 -1.924  0.13
H 0.620 4.596 -1.454  0.11
H 2.139 1.839 0.621  0.06
H 0.693 2.271 -0.414  0.02
H 4.157 3.442 0.797  0.12
H 5.195 5.524 0.224  0.12

Entry 3:
C56H58IN7O17Si2 | ωB97M-V with the def2-TZVPD basis set

Results
Net charge = 0
Lowest unoccupied orbital energy = -0.713 eV
Frontier orbital gap = 7.81 eV
DFT total energy = -128095.1987 eV

Last column: Löwdin charge in e.
CARTESIAN COORDINATES (ANGSTROEM)
O 1.149 -0.869 4.022  0.07
C 2.171 -1.129 3.431  -0.48
O 2.160 -1.802 2.239  -0.06
Si 1.907 -0.757 0.936  0.48
C 3.273 -1.064 -0.300  -0.24
C 3.304 -0.180 -1.567  -0.21
C 3.450 1.293 -1.163  -0.24
N 4.243 2.066 -2.169  -0.04
C 3.524 3.162 -2.834  -0.17
C 3.342 4.437 -2.035  -0.14
C 2.646 4.535 -0.869  -0.04
C 2.478 5.692 -0.209  -0.09
C 3.010 6.826 -0.716  -0.08
C 3.716 6.767 -1.861  -0.03
C 3.884 5.602 -2.513  -0.29
O 4.635 5.643 -3.694  0.00
O 0.350 -0.808 0.371  -0.26
Si -0.209 -2.248 -0.248  0.40
O 0.950 -3.096 -1.077  -0.16
C -0.986 -3.432 1.000  -0.23
C -1.017 -3.007 2.476  -0.38
C -1.957 -1.853 2.760  -0.66
I -2.045 -1.527 4.883  0.78
C 3.475 -0.702 3.992  -0.15
C 4.440 -0.091 3.266  -0.05
C 5.619 0.257 3.806  -0.08
C 5.854 -0.010 5.113  -0.07
C 4.893 -0.593 5.859  -0.08
C 3.714 -0.931 5.297  -0.03
H 2.086 0.606 1.467  0.06
H 4.191 -0.817 0.230  0.07
H 3.367 -2.109 -0.560  0.07
H 4.200 -0.434 -2.116  0.10
H 2.430 -0.317 -2.191  0.11
H 2.449 1.702 -1.123  0.09
H 3.947 1.388 -0.206  0.10
H 4.977 2.515 -1.638  0.10
H 2.588 2.795 -3.237  0.12
H 4.113 3.431 -3.697  0.10
H 2.179 3.670 -0.438  0.11
H 1.899 5.681 0.692  0.11
H 2.860 7.748 -0.189  0.11
H 4.120 7.675 -2.265  0.13
H 5.539 5.780 -3.403  0.11
H -1.236 -1.882 -1.243  0.02
H 1.137 -3.912 -0.606  0.05
H -0.490 -4.394 0.889  0.07
H -2.018 -3.589 0.699  0.07
H -1.446 -3.838 3.029  0.09
H -0.038 -2.841 2.906  0.07
H -2.950 -2.163 2.499  0.01
H -1.647 -0.955 2.250  0.04
H 4.287 0.141 2.226  0.08
H 6.357 0.725 3.185  0.11
H 6.809 0.246 5.534  0.11
H 5.054 -0.789 6.896  0.09
H 2.954 -1.391 5.897  0.12
C 2.274 4.786 -5.590  -0.06
C 2.841 4.723 -6.856  -0.04
C 2.039 4.534 -7.968  0.00
C 0.675 4.415 -7.790  -0.15
C 0.098 4.471 -6.538  0.00
C 0.905 4.657 -5.432  -0.05
N -0.190 4.232 -8.961  -0.34
O 0.331 4.167 -10.051  0.09
O -1.393 4.157 -8.769  0.04
H 2.903 4.935 -4.729  0.07
H 3.911 4.823 -6.975  0.11
H 2.477 4.483 -8.953  0.12
H -0.963 4.372 -6.420  0.12
H 0.467 4.704 -4.444  0.11
C -5.135 2.085 -2.743  -0.08
C -6.129 1.120 -2.727  -0.08
C -6.016 0.027 -1.890  0.00
C -4.905 -0.081 -1.077  -0.14
C -3.899 0.864 -1.086  0.01
C -4.019 1.956 -1.927  -0.06
N -4.814 -1.226 -0.169  -0.34
O -5.716 -2.033 -0.197  0.09
O -3.856 -1.300 0.576  0.05
H -5.233 2.938 -3.392  0.11
H -6.996 1.222 -3.365  0.11
H -6.791 -0.725 -1.873  0.12
H -3.035 0.763 -0.446  0.12
H -3.244 2.710 -1.944  0.11
C 1.876 -5.494 10.272  -0.06
C 2.923 -4.849 10.916  -0.06
C 3.834 -4.105 10.186  0.00
C 3.678 -4.015 8.816  -0.14
C 2.645 -4.655 8.157  0.00
C 1.739 -5.400 8.894  -0.05
N 4.628 -3.207 8.039  -0.33
O 5.537 -2.667 8.639  0.08
O 4.451 -3.117 6.842  0.06
H 1.162 -6.069 10.844  0.09
H 3.028 -4.924 11.990  0.11
H 4.649 -3.603 10.685  0.12
H 2.539 -4.579 7.086  0.12
H 0.924 -5.904 8.396  0.11
C -5.322 -2.266 -7.349  -0.07
C -5.751 -1.267 -6.486  -0.06
C -4.846 -0.343 -5.992  0.00
C -3.522 -0.432 -6.375  -0.14
C -3.076 -1.423 -7.227  0.00
C -3.985 -2.346 -7.715  -0.06
N -2.565 0.563 -5.868  -0.35
O -2.986 1.409 -5.105  0.07
O -1.415 0.483 -6.242  0.08
H -6.032 -2.984 -7.738  0.11
H -6.792 -1.206 -6.200  0.11
H -5.177 0.435 -5.320  0.10
H -2.037 -1.482 -7.513  0.12
H -3.653 -3.126 -8.385  0.11
C 0.284 -10.312 14.596  -0.07
C -0.014 -9.132 15.263  -0.06
C -0.437 -8.021 14.552  0.00
C -0.559 -8.113 13.179  -0.15
C -0.261 -9.278 12.498  0.00
C 0.165 -10.383 13.215  -0.06
N -1.030 -6.942 12.423  -0.36
O -1.265 -5.928 13.042  0.09
O -1.157 -7.061 11.220  0.06
H 0.610 -11.180 15.154  0.11
H 0.081 -9.077 16.338  0.11
H -0.669 -7.102 15.068  0.12
H -0.357 -9.332 11.424  0.12
H 0.399 -11.303 12.697  0.11
C -3.185 7.292 -10.689  -0.06
C -3.387 6.088 -10.025  -0.05
C -4.639 5.497 -10.036  0.01
C -5.670 6.117 -10.715  -0.15
C -5.488 7.317 -11.374  -0.01
C -4.235 7.907 -11.359  -0.07
N -6.994 5.476 -10.745  -0.36
O -7.130 4.432 -10.141  0.07
O -7.873 6.026 -11.375  0.07
H -2.205 7.751 -10.685  0.11
H -2.572 5.603 -9.500  0.07
H -4.798 4.561 -9.522  0.12
H -6.305 7.792 -11.896  0.12
H -4.076 8.845 -11.872  0.11